{
  "formula": "C48H62BrF4GeNO4PRuS2SiTe",
  "method": "the ωB97M-V functional and the def2-TZVPD basis",
  "symbols": ["Ru", "C", "C", "C", "C", "C", "C", "C", "S", "O", "O", "N", "C", "C", "O", "O", "H", "H", "H", "H", "H", "H", "H", "H", "H", "F", "C", "C", "F", "C", "F", "C", "P", "C", "C", "C", "C", "C", "C", "C", "C", "C", "C", "C", "C", "C", "Br", "C", "F", "H", "H", "H", "H", "H", "H", "H", "H", "H", "H", "C", "Si", "C", "C", "C", "C", "C", "C", "C", "C", "H", "H", "H", "H", "H", "H", "H", "H", "H", "H", "H", "H", "H", "H", "H", "H", "H", "H", "H", "H", "H", "C", "C", "C", "C", "Ge", "C", "C", "C", "C", "H", "H", "H", "H", "H", "H", "H", "H", "H", "H", "H", "H", "H", "H", "H", "H", "H", "H", "H", "Te", "C", "C", "C", "C", "S", "H", "H", "H"],
  "coordinates": [[0.0045, 0.1342, -0.4799], [-5.0043, 3.7345, 5.0825], [-4.3585, 2.5734, 4.3638], [-3.3375, 1.8407, 4.9667], [-2.6819, 0.8308, 4.2817], [-3.0554, 0.5330, 2.9740], [-4.0932, 1.2264, 2.3668], [-4.7347, 2.2421, 3.0635], [-2.1063, -0.6912, 2.1178], [-1.8624, -1.7034, 3.1186], [-2.8654, -1.1061, 0.9506], [-0.7502, 0.0187, 1.6389], [0.2601, 0.0357, 2.7117], [1.6280, -0.1697, 2.1743], [2.5913, -0.3029, 2.9041], [1.6718, -0.1586, 0.8625], [-5.0507, 3.5644, 6.1605], [-6.0142, 3.9175, 4.7134], [-4.4216, 4.6460, 4.9195], [-3.0575, 2.0586, 5.9923], [-1.8884, 0.2648, 4.7594], [-4.3878, 0.9768, 1.3574], [-5.5411, 2.7914, 2.5820], [0.0846, -0.7406, 3.4506], [0.2883, 0.9894, 3.2413], [4.4457, -0.6924, -6.9319], [4.0935, -0.5891, -5.6599], [5.0511, -0.6158, -4.6703], [6.3291, -0.7372, -5.0027], [4.6786, -0.5093, -3.3476], [5.6772, -0.5011, -2.4663], [3.3535, -0.3852, -2.9467], [2.8019, -0.2672, -1.1398], [3.7007, -1.7885, -0.5978], [3.0935, -3.0158, -0.8666], [3.7117, -4.2148, -0.5273], [4.9482, -4.2046, 0.1018], [5.5605, -2.9889, 0.3755], [4.9474, -1.7920, 0.0249], [3.8837, 1.1577, -0.6909], [4.4129, 1.2965, 0.5944], [5.2740, 2.3474, 0.8913], [5.6061, 3.2841, -0.0776], [5.0466, 3.1833, -1.3433], [4.1861, 2.1345, -1.6424], [2.4211, -0.3601, -3.9776], [0.5758, -0.1913, -3.6287], [2.7710, -0.4504, -5.3106], [1.8549, -0.4118, -6.2792], [2.1313, -3.0390, -1.3616], [3.2246, -5.1587, -0.7564], [5.4347, -5.1370, 0.3711], [6.5313, -2.9658, 0.8592], [5.4698, -0.8693, 0.2239], [4.1468, 0.5899, 1.3735], [5.6880, 2.4277, 1.8911], [6.2897, 4.0948, 0.1533], [5.2698, 3.9255, -2.1016], [3.7523, 2.0837, -2.6355], [-1.9382, 2.7655, 0.2491], [-0.2950, 2.6753, -0.6262], [-0.6205, 3.4802, -2.3432], [-1.0742, 4.9285, -2.0926], [-1.7435, 2.7791, -3.1095], [0.6303, 3.4863, -3.2456], [0.8207, 3.7929, 0.4618], [1.4145, 2.9445, 1.5866], [-0.0227, 4.8882, 1.1338], [1.9666, 4.4517, -0.3207], [-2.2330, 3.8038, 0.4422], [-1.8512, 2.2516, 1.1999], [-2.7292, 2.2786, -0.3235], [-2.0108, 4.9703, -1.5253], [-1.2501, 5.4074, -3.0648], [-0.3263, 5.5237, -1.5678], [-2.6402, 2.6231, -2.4969], [-1.4229, 1.8179, -3.5081], [-2.0350, 3.4008, -3.9685], [1.4268, 4.1155, -2.8393], [0.3694, 3.8785, -4.2398], [1.0324, 2.4789, -3.3869], [0.6207, 2.4842, 2.1783], [2.0093, 3.5784, 2.2583], [2.0617, 2.1584, 1.2114], [-0.7586, 4.4702, 1.8244], [-0.5471, 5.5332, 0.4260], [0.6583, 5.5201, 1.7182], [2.5096, 3.7383, -0.9378], [2.6874, 4.8821, 0.3869], [1.6142, 5.2645, -0.9615], [1.0846, -6.7260, 2.0269], [1.0090, -5.2022, 2.0886], [0.3394, -4.6143, 0.8488], [0.1538, -3.1084, 1.0131], [-0.7183, -2.3961, -0.6004], [-1.9011, -3.8057, -1.3374], [-3.2696, -4.0333, -0.6953], [-3.2031, -4.5755, 0.7323], [-4.5767, -4.6295, 1.3993], [1.5501, -7.1348, 2.9264], [1.6727, -7.0554, 1.1645], [0.0853, -7.1600, 1.9371], [2.0140, -4.7811, 2.1904], [0.4417, -4.8941, 2.9714], [-0.6259, -5.1026, 0.7014], [0.9491, -4.8371, -0.0343], [1.1071, -2.5903, 1.1260], [-0.4585, -2.8825, 1.8872], [0.2988, -2.5586, -1.7531], [-1.2968, -4.7185, -1.2844], [-2.0045, -3.5536, -2.3921], [-3.8495, -4.7258, -1.3171], [-3.8204, -3.0942, -0.6827], [-2.5453, -3.9354, 1.3317], [-2.7636, -5.5798, 0.7141], [-4.9642, -3.6186, 1.5554], [-4.5284, -5.1226, 2.3738], [-5.2927, -5.1761, 0.7770], [-2.1525, -0.3540, -1.9143], [-4.2238, -0.3210, -1.5746], [-4.9802, 0.0807, -2.6424], [-6.3780, -0.0150, -2.4020], [-6.6433, -0.4910, -1.1541], [-5.2227, -0.8103, -0.2683], [-4.5414, 0.4325, -3.5717], [-7.1376, 0.2522, -3.1298], [-7.6118, -0.6788, -0.7015]],
  "atomic_forces_ev_per_a": [[0.779, 0.862, 3.414], [0.069, -0.111, -0.032], [-0.054, 0.132, -0.041], [-0.002, -0.011, 0.026], [0.013, -0.008, 0.009], [-0.016, 0.227, 0.043], [0.136, 0.042, 0.072], [-0.047, -0.006, 0.010], [-0.229, 0.100, 0.193], [0.023, -0.129, -0.025], [0.289, 0.069, 0.015], [-0.161, -0.220, -0.801], [-0.527, 0.178, -0.077], [0.384, -0.015, -0.153], [-0.113, 0.051, -0.422], [-0.063, 0.024, -0.660], [-0.007, -0.013, -0.094], [0.036, -0.019, 0.028], [-0.042, -0.047, 0.012], [0.017, 0.019, -0.069], [-0.129, 0.045, -0.036], [0.034, 0.083, 0.057], [0.106, -0.078, 0.069], [-0.078, -0.092, 0.024], [-0.162, 0.002, 0.124], [0.076, -0.005, -0.238], [0.019, -0.008, -0.078], [0.073, -0.029, -0.026], [0.230, -0.016, -0.054], [-0.071, 0.052, 0.135], [0.039, -0.020, 0.192], [0.069, -0.014, 0.174], [0.455, 0.183, -1.227], [-0.062, 0.003, 0.211], [0.044, -0.042, -0.024], [-0.049, 0.052, -0.029], [0.001, 0.019, 0.013], [-0.022, 0.017, -0.009], [0.010, -0.082, 0.032], [0.052, -0.116, 0.099], [-0.056, 0.023, 0.030], [-0.045, -0.005, 0.023], [0.010, 0.018, 0.003], [-0.064, -0.078, -0.016], [0.105, -0.045, -0.023], [-0.184, 0.041, 0.204], [-0.062, -0.115, -0.525], [-0.189, -0.010, -0.062], [-0.005, -0.016, -0.002], [0.024, -0.009, 0.003], [0.040, 0.122, 0.018], [-0.055, 0.103, -0.021], [-0.079, 0.003, -0.038], [-0.027, 0.043, 0.002], [0.013, 0.010, -0.034], [-0.048, -0.010, -0.075], [-0.069, -0.075, -0.009], [-0.007, -0.047, 0.033], [0.043, -0.018, 0.017], [-0.411, 0.110, -0.005], [-1.006, 0.040, 0.143], [0.481, -0.348, -0.384], [-0.044, 0.060, -0.030], [-0.108, 0.194, -0.081], [-0.009, 0.159, -0.014], [0.517, -0.218, -0.080], [0.025, 0.147, 0.142], [0.019, 0.103, 0.072], [-0.004, 0.081, 0.175], [-0.033, -0.210, -0.091], [-0.080, -0.012, 0.178], [-0.045, -0.026, 0.085], [0.128, 0.011, -0.090], [-0.009, -0.036, 0.089], [-0.074, -0.052, -0.114], [0.088, 0.040, -0.089], [0.000, 0.080, -0.051], [0.029, -0.069, 0.105], [-0.122, -0.081, -0.090], [0.035, -0.041, 0.127], [-0.047, 0.143, 0.020], [0.056, 0.134, -0.078], [-0.063, -0.038, -0.046], [0.062, 0.023, -0.024], [0.110, 0.055, -0.023], [0.044, -0.054, 0.123], [-0.041, -0.029, -0.037], [-0.041, 0.045, 0.090], [-0.059, -0.010, -0.052], [0.048, -0.077, 0.042], [0.052, 0.069, 0.013], [0.055, -0.147, -0.058], [0.032, 0.126, 0.032], [-0.170, 0.515, 0.358], [-0.550, -1.731, -1.085], [-0.375, -0.031, 0.274], [0.134, -0.068, 0.037], [-0.123, 0.072, -0.036], [0.056, 0.014, -0.030], [-0.022, 0.000, -0.060], [-0.046, 0.011, 0.054], [0.046, -0.001, 0.000], [-0.035, 0.024, 0.030], [0.030, 0.002, 0.001], [0.100, 0.018, 0.055], [-0.036, -0.023, -0.007], [0.037, -0.072, -0.015], [0.104, -0.096, -0.058], [0.213, 0.336, -0.074], [-0.039, 0.079, -0.065], [-0.029, -0.001, -0.077], [-0.007, 0.013, 0.046], [-0.084, 0.065, -0.026], [-0.036, -0.093, -0.003], [0.006, 0.061, 0.034], [0.012, -0.064, -0.035], [-0.006, 0.050, -0.079], [0.040, 0.031, 0.055], [0.802, -0.545, 0.268], [0.112, 0.254, 0.322], [-0.097, 0.061, -0.183], [-0.022, 0.108, -0.196], [-0.159, -0.013, 0.017], [-0.113, -0.077, 0.003], [-0.119, -0.083, 0.075], [0.128, -0.043, 0.137], [0.200, 0.045, -0.120]],
  "mulliken_spin": [0.856, 0.000, 0.001, -0.001, 0.001, 0.001, 0.000, -0.001, 0.010, -0.002, -0.002, -0.043, -0.012, 0.005, 0.006, 0.035, 0.000, 0.000, 0.000, 0.000, 0.000, 0.001, 0.000, -0.002, 0.004, 0.000, 0.000, -0.001, 0.000, -0.005, 0.000, 0.003, 0.018, 0.005, 0.003, -0.001, 0.000, 0.000, -0.004, 0.004, -0.002, -0.001, 0.000, -0.001, -0.001, 0.003, 0.012, -0.003, 0.000, 0.000, 0.000, 0.000, 0.000, 0.000, 0.001, 0.000, 0.000, 0.000, 0.001, -0.008, 0.035, -0.031, 0.000, 0.027, -0.012, -0.022, 0.014, -0.003, 0.000, 0.000, -0.002, 0.006, 0.000, 0.000, 0.000, -0.006, -0.006, 0.001, 0.000, 0.001, 0.004, 0.001, -0.001, 0.000, 0.000, 0.000, 0.001, -0.002, 0.000, 0.000, 0.000, 0.000, 0.000, -0.022, 0.025, 0.014, -0.001, 0.000, 0.000, 0.000, 0.000, 0.000, 0.000, 0.000, 0.001, 0.003, 0.002, -0.002, -0.005, 0.003, -0.001, 0.000, 0.001, 0.000, 0.000, 0.000, 0.000, 0.000, 0.089, -0.015, 0.016, 0.000, 0.005, 0.002, 0.001, 0.000, 0.000],
  "homo_lumo_gap_ev": [6.30, 6.23],
  "s2": 0.77,
  "energy_ha": -9062.3843,
  "spin_multiplicity": 2,
  "fmax_ev_per_a": 3.61,
  "charge": 0,
  "e_above_lowest_kcal_mol": 67.6
}